(1)
The following is a quantum chemistry calculation of 2 unconnected molecules or ions with the total composition C5H7NS2, from the Open Molecules 2025 dataset.

```
15
C5H7NS2 (wB97M-V/def2-TZVPD)
S -1.030 -1.784 -0.818
S 2.785 2.343 -0.229
N 2.513 -1.317 0.111
C 0.058 -0.965 0.420
C 1.218 1.067 -2.211
C 1.339 -1.135 0.276
C 1.837 1.849 -1.330
C -0.594 -0.843 1.713
H -0.020 -2.500 -1.344
H 3.277 -0.925 -0.391
H -0.366 0.139 2.217
H 1.632 1.102 -3.186
H 0.195 0.683 -2.071
H -0.265 -1.670 2.265
H -1.732 -0.807 1.641
```

Results
HOMO	-7.813	eV
multiplicity	1
E_LUMO	-0.032	eV
molar mass	145.25	g/mol
frontier orbital gap	7.78	eV

Calculated atomic charges, method natural (NBO), unit e: -0.0115 0.1556 -0.6382 -0.3913 -0.6065 0.4568 -0.0659 -0.6199 0.1283 0.4162 0.2208 0.2435 0.2691 0.2177 0.2253

(2)
The following is a quantum chemistry calculation of a single C23H27NO4S molecule, from the Open Molecules 2025 dataset.

```
56
C23H27NO4S (wB97M-V/def2-TZVPD)
S 1.404 0.387 1.847
O 2.740 -0.126 1.939
O 0.404 -0.804 -2.336
O -0.538 -2.062 -0.738
O 0.341 -0.349 2.468
N 1.021 0.626 0.251
C -1.934 -2.766 -3.514
C 2.273 2.997 2.012
C -0.445 -3.244 -1.552
C 1.389 2.052 2.512
C 1.407 4.569 3.625
C 4.497 2.667 1.075
C -0.097 -0.924 -1.245
C 3.185 2.683 0.892
C 0.522 3.614 4.102
C -1.726 -3.443 -2.319
C 2.554 2.427 -0.451
C -1.317 2.468 0.159
C -4.120 -3.740 -3.684
C 0.522 2.346 3.545
C 2.276 4.263 2.591
C 2.119 0.964 -0.622
C -1.071 1.375 -0.876
C -3.929 -4.423 -2.489
C -4.988 -5.335 -1.948
C -3.131 -2.917 -4.191
C -2.726 -4.261 -1.814
C -2.397 0.844 -1.418
C -0.272 0.219 -0.245
H -5.051 -3.855 -4.219
H -0.805 -0.173 0.625
H -0.136 1.567 3.895
H -5.978 -5.008 -2.258
H -2.233 0.111 -2.205
H -2.968 0.370 -0.623
H 1.818 0.784 -1.654
H -0.156 3.853 4.906
H -3.293 -2.389 -5.119
H 5.177 2.446 0.269
H 0.404 -3.133 -2.235
H -0.485 1.781 -1.707
H -0.381 2.825 0.580
H -4.833 -6.346 -2.325
H -1.926 2.081 0.973
H 1.688 3.078 -0.587
H 1.420 5.557 4.060
H 2.964 0.313 -0.378
H -4.951 -5.371 -0.862
H 3.283 2.651 -1.232
H 2.964 5.008 2.219
H 4.935 2.838 2.043
H -0.268 -4.063 -0.853
H -2.987 1.660 -1.830
H -1.160 -2.123 -3.906
H -1.838 3.308 -0.295
H -2.566 -4.780 -0.880
```

Results
HOMO	-9.084	eV
multiplicity	1
E_LUMO	0.770	eV
molar mass	413.54	g/mol
frontier orbital gap	9.85	eV

Calculated atomic charges, method natural (NBO), unit e: 2.3318 -0.9253 -0.6259 -0.4895 -0.9439 -0.7014 -0.1633 -0.0673 -0.0995 -0.2481 -0.1881 -0.3536 0.8132 -0.0154 -0.2169 -0.0747 -0.4398 -0.6124 -0.2114 -0.1974 -0.1935 -0.2362 -0.2049 -0.0100 -0.6266 -0.2158 -0.1968 -0.6141 -0.1482 0.2091 0.2650 0.2437 0.2167 0.2172 0.2070 0.2464 0.2200 0.2126 0.1971 0.2151 0.2042 0.2121 0.2215 0.2066 0.2118 0.2175 0.2253 0.2172 0.2232 0.2227 0.2035 0.2032 0.2154 0.2204 0.2139 0.2069

(3)
The following is a quantum chemistry calculation of a gas-phase ion, CH3O3 (charge +1), from the Open Molecules 2025 dataset.

```
7
CH3O3 (wB97M-V/def2-TZVPD)
O -0.485 1.060 2.335
O -0.325 0.946 1.208
O -0.024 -0.528 0.627
C 0.125 -0.402 -0.776
H -0.143 0.622 -1.089
H 1.226 -0.382 -0.920
H -0.375 -1.317 -1.385
```

Results
HOMO (spin up / spin down)	-17.959 / -18.020	eV
multiplicity	1
total charge	+1
E_LUMO (spin up / spin down)	-10.156 / -10.052	eV
molar mass	63.03	g/mol
frontier orbital gap (spin up / spin down)	7.80 / 7.97	eV

Calculated atomic charges, method natural (NBO), unit e: 0.2685 0.3336 -0.0699 -0.3525 0.2614 0.2537 0.3052